Molecular formula: C43H42CdN6OPS
Method: DFT, ωB97M-V/def2-TZVPD

Last column: Löwdin charge in e.
Element x y z (Å)
1 Cd 0.78065 -0.34995 0.18560  1.33
2 N 0.28740 0.79743 -4.06087  0.19
3 C -1.06807 0.64495 -3.81679  -0.19
4 C -2.18883 0.93907 -4.58507  -0.01
5 C -3.41498 0.69951 -3.99976  -0.07
6 C -3.51723 0.18998 -2.69583  -0.07
7 C -2.40129 -0.10570 -1.94070  -0.03
8 C -1.15423 0.12115 -2.52328  -0.25
9 N 0.13569 -0.04468 -2.01860  0.07
10 C 0.94447 0.39952 -2.94490  -0.30
11 C 2.37807 0.56099 -2.74446  -0.33
12 C 3.31525 0.82350 -3.69713  -0.33
13 S 4.82243 1.09695 -2.95010  1.07
14 C 4.10083 0.82305 -1.42376  -0.47
15 N 2.83470 0.54681 -1.45173  0.02
16 H 0.70518 1.26772 -4.84470  0.17
17 H -2.10805 1.34433 -5.58480  0.11
18 H -4.31786 0.92011 -4.55279  0.11
19 H -4.50091 0.04094 -2.27033  0.11
20 H -2.47207 -0.47055 -0.92653  0.09
21 H 3.19788 0.86304 -4.76759  0.08
22 H 4.68093 0.89669 -0.51490  0.09
23 C -4.42926 4.65145 -0.26488  -0.08
24 C -4.48478 3.34790 0.21116  -0.08
25 C -3.31448 2.63219 0.40304  -0.11
26 C -2.07261 3.21322 0.14357  -0.39
27 C -2.02655 4.52336 -0.32475  -0.09
28 C -3.20046 5.23576 -0.53265  -0.07
29 P -0.61272 2.16240 0.44054  1.03
30 C 0.73697 3.02981 -0.43450  -0.38
31 C 1.93158 3.37134 0.19471  -0.08
32 C 2.98306 3.91108 -0.53592  -0.08
33 C 2.85449 4.11986 -1.90081  -0.09
34 C 1.66309 3.78886 -2.53625  -0.09
35 C 0.61760 3.24130 -1.81020  -0.13
36 C -0.21418 2.41705 2.19656  -0.34
37 C -0.70978 3.51305 2.85714  -0.08
38 C -0.45984 3.72056 4.22635  -0.07
39 C 0.28721 2.81270 4.91344  -0.03
40 C 0.81659 1.66654 4.27191  -0.17
41 C 1.58623 0.74358 5.02071  -0.05
42 C 2.09700 -0.36360 4.41926  -0.09
43 C 1.86215 -0.58423 3.04350  -0.17
44 C 1.13802 0.27648 2.25166  -0.21
45 C 0.58181 1.43874 2.88589  -0.24
46 H -5.34224 5.20995 -0.42444  0.11
47 H -5.44120 2.88892 0.42653  0.10
48 H -3.35924 1.61034 0.76519  0.09
49 H -1.07286 4.99725 -0.52049  0.11
50 H -3.15168 6.25412 -0.89610  0.11
51 H 2.04091 3.21783 1.26100  0.10
52 H 3.90178 4.18136 -0.03033  0.11
53 H 3.66981 4.55402 -2.46542  0.11
54 H 1.54696 3.97164 -3.59824  0.11
55 H -0.31325 2.98998 -2.31090  0.11
56 H -1.31197 4.23665 2.32234  0.10
57 H -0.86391 4.59431 4.72023  0.11
58 H 0.49099 2.95089 5.96885  0.11
59 H 1.75164 0.93752 6.07375  0.11
60 H 2.68034 -1.07904 4.98613  0.10
61 H 2.27767 -1.49271 2.62418  0.05
62 C -0.92323 -3.48995 -2.05024  -0.03
63 N -1.71476 -3.79803 -0.87229  -0.14
64 C -2.05428 -5.20205 -0.70668  -0.05
65 C -1.80838 -2.88289 0.13678  -0.52
66 O -1.02161 -1.92864 0.24016  -0.12
67 N -2.81154 -3.04203 1.04346  -0.13
68 C -4.11938 -3.57522 0.69398  -0.05
69 C -2.77320 -2.23186 2.25143  -0.03
70 H -1.47243 -3.79733 -2.94192  0.10
71 H 0.03495 -4.01828 -2.03800  0.09
72 H -0.73241 -2.42333 -2.09687  0.05
73 H -1.16887 -5.80963 -0.91243  0.09
74 H -2.84346 -5.51057 -1.39573  0.09
75 H -2.37416 -5.40161 0.31122  0.09
76 H -4.17297 -3.79143 -0.36919  0.09
77 H -4.87982 -2.82639 0.92592  0.09
78 H -4.35355 -4.48170 1.25584  0.09
79 H -1.74655 -1.97530 2.49431  0.08
80 H -3.20927 -2.79980 3.07327  0.09
81 H -3.34455 -1.30657 2.12766  0.09
82 C 4.90393 -5.29545 1.81417  -0.03
83 C 3.98035 -4.25304 1.26067  -0.25
84 C 2.61942 -4.49511 1.10207  -0.01
85 C 1.80511 -3.51410 0.56831  -0.13
86 N 2.25582 -2.31667 0.18669  -0.02
87 C 3.55810 -2.07537 0.35348  -0.15
88 C 4.44377 -3.00105 0.87072  -0.01
89 H 4.38638 -5.95004 2.51365  0.08
90 H 5.75336 -4.84139 2.32179  0.08
91 H 5.29397 -5.91644 1.00520  0.09
92 H 2.18894 -5.44173 1.40297  0.12
93 H 0.74308 -3.68084 0.45600  0.09
94 H 3.89466 -1.08472 0.07737  0.07
95 H 5.48773 -2.73875 0.98350  0.12

- total charge = +1
- LUMO (eV) = -2.30
- HOMO-LUMO gap (Ha) = 0.266
- relative energy (zero: lowest compared OMol25 entry of this formula, charge and spin) (kJ/mol) = 0.0

Molecular formula: C43H42Cl2F6MoN7O3PS2Te
Method: DFT, ωB97M-V/def2-TZVPD

Last column: Löwdin spin population.
Element x y z (Å)
1 Mo 1.03079 0.39437 -0.27281  1.06
2 C -4.47793 -5.57304 -1.67456  0.00
3 C -3.19348 -4.79962 -1.80628  0.00
4 C -3.21499 -3.40395 -1.84513  0.00
5 C -2.05151 -2.68245 -2.01882  0.00
6 C -0.83775 -3.35113 -2.14235  0.00
7 C -0.79049 -4.73212 -2.08136  0.00
8 C -1.97225 -5.44887 -1.91547  0.00
9 S 0.63859 -2.41335 -2.39963  0.00
10 O 1.66626 -3.36314 -2.74311  0.00
11 O 0.27406 -1.37230 -3.31846  0.00
12 N 0.94579 -1.71889 -0.98743  0.01
13 C 1.84444 -2.21135 -0.05162  0.02
14 C 2.41564 -3.48258 0.07511  0.00
15 C 3.30041 -3.67611 1.11049  0.01
16 C 3.62669 -2.63613 1.98152  0.00
17 C 3.02932 -1.41287 1.78740  0.01
18 N 2.13657 -1.22806 0.80928  0.02
19 H -5.12198 -5.14571 -0.90385  0.00
20 H -4.28698 -6.61670 -1.42468  0.00
21 H -5.04050 -5.55215 -2.61027  0.00
22 H -4.15746 -2.87681 -1.73671  0.00
23 H -2.07562 -1.60377 -2.08191  0.00
24 H 0.16033 -5.23705 -2.18202  0.00
25 H -1.94033 -6.53196 -1.87795  0.00
26 H 2.18994 -4.25355 -0.64298  0.00
27 H 3.75408 -4.65109 1.24419  0.00
28 H 4.31874 -2.77038 2.79938  0.00
29 H 3.23038 -0.55962 2.41641  0.00
30 C -3.49959 -3.97494 1.74611  0.00
31 N -2.57078 -2.93493 2.16911  0.00
32 N -2.41083 -1.83595 1.32770  0.00
33 C -1.08735 -1.45738 1.34121  0.00
34 O -0.67735 -0.41397 0.78551  0.02
35 C -0.39671 -2.40995 2.14459  0.00
36 C -1.31910 -3.27691 2.61176  0.00
37 C -1.12938 -4.43845 3.51811  0.00
38 C -3.52740 -1.01043 1.04281  0.00
39 C -4.64815 -1.05378 1.86379  0.00
40 C -5.76559 -0.30016 1.53781  0.00
41 C -5.76406 0.50936 0.41095  0.00
42 C -4.62084 0.58428 -0.37089  0.00
43 C -3.50099 -0.17177 -0.06473  0.00
44 H -4.36467 -3.51369 1.27792  0.00
45 H -3.83000 -4.52221 2.62704  0.00
46 H -3.03412 -4.65970 1.03324  0.00
47 H 0.62914 -2.34439 2.44924  0.00
48 H -0.10594 -4.43674 3.88359  0.00
49 H -1.32383 -5.38603 3.00910  0.00
50 H -1.79871 -4.36117 4.37562  0.00
51 H -4.62524 -1.64280 2.77009  0.00
52 H -6.63513 -0.33808 2.18125  0.00
53 H -6.63774 1.09522 0.15755  0.00
54 H -4.58968 1.24111 -1.23075  0.00
55 H -2.60740 -0.09637 -0.66354  0.00
56 F 0.81371 -0.23961 3.59102  0.00
57 P 0.12226 -0.41989 5.05693  0.00
58 F 0.40448 -2.03770 4.95979  0.00
59 F -0.15381 1.15270 5.13328  0.00
60 F -1.31937 -0.65522 4.32125  0.00
61 F -0.57859 -0.65034 6.49225  0.00
62 F 1.56290 -0.23507 5.76390  0.00
63 C 6.72947 -0.53643 -2.65005  0.00
64 C 6.34704 0.64344 -1.80308  0.00
65 C 7.16899 1.75768 -1.69806  0.00
66 C 6.69665 2.79213 -0.91309  0.00
67 N 5.54204 2.74508 -0.26795  -0.01
68 C 4.83835 1.60671 -0.38254  -0.01
69 S 3.40796 1.55809 0.63978  -0.08
70 N 5.19303 0.56253 -1.14666  0.00
71 H 7.71279 -0.40473 -3.10048  0.00
72 H 5.99066 -0.67979 -3.43744  0.00
73 H 6.73012 -1.44262 -2.04329  0.00
74 H 8.12248 1.81457 -2.20424  0.00
75 H 7.27076 3.70808 -0.80148  0.00
76 Cl 3.21232 -0.33409 -3.41190  0.00
77 C 2.47796 1.16188 -3.84207  -0.01
78 C 2.73185 1.68921 -5.09994  0.00
79 C 2.13662 2.87882 -5.48074  -0.01
80 C 1.28296 3.54548 -4.61261  0.00
81 C 1.02533 3.00618 -3.36478  -0.01
82 Cl -0.05119 3.83760 -2.30375  0.00
83 C 1.61531 1.80086 -2.95753  0.00
84 N 1.31057 1.25498 -1.72696  -0.08
85 H 3.40065 1.15959 -5.76336  0.00
86 H 2.32981 3.28536 -6.46472  0.00
87 H 0.81622 4.48042 -4.88784  0.00
88 C -2.17014 7.96501 0.62020  0.00
89 C -1.55315 6.59246 0.67830  0.00
90 C -0.18896 6.40792 0.50396  0.00
91 C 0.40245 5.15284 0.62005  0.00
92 C 1.88463 5.02026 0.40273  0.00
93 C -0.40135 4.04275 0.92522  0.01
94 Te 0.54456 2.27864 1.60849  0.04
95 C -1.78920 4.19791 1.04221  0.00
96 C -2.73383 3.05895 1.30894  0.00
97 C -2.33642 5.47420 0.91772  0.00
98 H -1.41647 8.72600 0.41646  0.00
99 H -2.65253 8.21588 1.56729  0.00
100 H -2.93271 8.03015 -0.15903  0.00
101 H 0.44188 7.26651 0.29463  0.00
102 H 2.31274 5.97711 0.09830  0.00
103 H 2.10248 4.27669 -0.36631  0.00
104 H 2.40273 4.67546 1.29857  0.00
105 H -2.26545 2.09217 1.14364  0.00
106 H -3.60951 3.14296 0.66190  0.00
107 H -3.08094 3.06840 2.34542  0.00
108 H -3.41045 5.59209 1.03711  0.00

- total charge = -1
- 2S+1 = 2
- LUMO (spin up / spin down) (eV) = 1.52 / 1.83
- HOMO-LUMO gap (spin up / spin down) (Ha) = 0.207 / 0.218
- relative energy (zero: lowest compared OMol25 entry of this formula, charge and spin) (kJ/mol) = 68.4